Entry w
This record from OMol25 describes a 2-piece molecular cluster, C9H14 overall. The level of theory is wB97M-V/def2-TZVPD.

HOMO energy: -8.9 eV
SMILES string: Cc1ccccc1.CC
Lowest unoccupied orbital energy: 0.03649 Ha
Kohn-Sham gap: 9.87 eV

Geometry as ORCA input:
```
! wB97M-V def2-TZVPD RIJCOSX def2/J DEFGRID3
* xyz 0 1
C -2.58573 1.23068 -1.16313
C -0.35963 -0.95107 0.79968
C 0.26984 -0.21944 1.88194
C -1.08244 -0.55749 -0.26440
C -1.57958 0.70887 -0.11175
C -0.22133 1.12437 1.86850
C -1.16900 1.49657 0.91370
H -0.16864 -2.13874 0.75625
H 1.02950 -0.61630 2.44175
H -1.34458 -1.27077 -1.04961
H -0.08341 1.65352 2.70244
H -2.91485 0.34482 -1.62040
H -2.31510 2.05372 -1.75987
H -1.58540 2.46776 0.92889
H -3.53208 1.70238 -0.63327
C 2.32596 -0.70300 -1.06259
C 3.35286 -1.64189 -1.76189
H 2.95181 0.25083 -0.80967
H 1.45609 -0.28366 -1.78642
H 1.91511 -1.27055 -0.13655
H 3.00758 -2.18908 -2.64814
H 3.53676 -2.42993 -1.00237
H 4.34151 -1.19956 -1.98345
*
```

=====

Entry x
This record from OMol25 describes a 2-piece molecular cluster, C9H14 overall. The level of theory is wB97M-V/def2-TZVPD.

HOMO energy: -8.9 eV
SMILES string: Cc1ccccc1.CC
Lowest unoccupied orbital energy: 0.03674 Ha
Kohn-Sham gap: 9.92 eV

Geometry as ORCA input:
```
! wB97M-V def2-TZVPD RIJCOSX def2/J DEFGRID3
* xyz 0 1
C 1.69274 -2.36168 1.66030
C 0.34295 -1.64019 1.74784
H 1.73453 -2.90793 0.69716
H 2.51419 -1.65257 1.84650
H 2.02454 -3.02704 2.60780
H 0.17773 -1.08675 0.73838
H 0.19180 -0.76755 2.42740
H -0.53447 -2.12473 2.08547
C -0.76535 -0.28335 -2.69943
C -0.29348 2.20682 0.76852
C 0.68136 2.20520 -0.20018
C -1.44881 1.37854 0.63016
C 0.59282 1.37269 -1.32872
C -1.64936 0.67420 -0.53022
C -0.53983 0.57709 -1.49696
H -0.24575 2.74154 1.61789
H 1.42439 3.05356 -0.02587
H -2.19861 1.57073 1.34008
H 1.42207 1.35680 -2.05042
H -2.55171 0.15818 -0.80878
H -1.78188 -0.47411 -2.71683
H -0.27994 -1.22684 -2.67175
H -0.50992 0.25739 -3.63837
*
```

=====

Entry y
This record from OMol25 describes a 2-piece molecular cluster, C9H14 overall. The level of theory is wB97M-V/def2-TZVPD.

HOMO energy: -8.9 eV
SMILES string: Cc1ccccc1.CC
Lowest unoccupied orbital energy: 0.03413 Ha
Kohn-Sham gap: 9.87 eV

Geometry as ORCA input:
```
! wB97M-V def2-TZVPD RIJCOSX def2/J DEFGRID3
* xyz 0 1
C -0.04448 -2.69531 -0.76880
C 1.43980 0.45564 -2.53881
C 0.34519 1.34213 -2.36673
C 1.26388 -0.86677 -2.12644
C 0.19022 -1.32923 -1.42233
C -0.54353 0.97241 -1.35996
C -0.71640 -0.35363 -0.93708
H 2.34940 0.77174 -2.98721
H 0.18817 2.22970 -2.98757
H 2.14664 -1.46347 -2.39225
H -1.39771 1.67349 -1.17428
H -1.00438 -2.62124 -0.21804
H 0.71045 -2.98234 -0.02118
H -1.49757 -0.60500 -0.22276
H -0.19837 -3.53056 -1.43473
C -1.14339 1.20297 2.84351
C 0.38601 1.02504 2.95638
H -1.65116 0.30192 3.26359
H -1.45392 2.00479 3.49436
H -1.46942 1.25060 1.80109
H 0.78755 1.88200 2.40324
H 0.67118 0.25912 2.22297
H 0.64184 1.07603 3.97303
*
```

=====

Entry z
This record from OMol25 describes a 2-piece molecular cluster, C9H14 overall. The level of theory is wB97M-V/def2-TZVPD.

HOMO energy: -9.0 eV
SMILES string: Cc1ccccc1.CC
Lowest unoccupied orbital energy: 0.03690 Ha
Kohn-Sham gap: 9.97 eV

Geometry as ORCA input:
```
! wB97M-V def2-TZVPD RIJCOSX def2/J DEFGRID3
* xyz 0 1
C -0.04511 -2.97961 0.29320
C -0.55981 -0.94266 -1.10034
C -0.64560 -1.60009 0.14193
C -1.07176 0.35685 -1.08358
C -1.52129 -1.23764 1.15754
C -1.76343 0.87362 0.01949
C -2.03967 0.07525 1.11101
H -0.01558 -1.36089 -1.94626
H -1.14322 0.97060 -1.98058
H -0.67752 -3.88369 0.38312
H 0.57993 -3.00391 1.18677
H -1.71508 -1.90655 1.96894
H -2.21011 1.84542 -0.01757
H -2.80378 0.30592 1.83255
H 0.76731 -3.17917 -0.42035
C 2.33131 1.49068 0.14038
C 1.34418 2.41944 -0.54041
H 2.17871 0.42231 0.04260
H 3.31180 1.73434 -0.26540
H 2.38453 1.63746 1.23090
H 1.60614 3.44830 -0.34936
H 1.39826 2.15625 -1.59394
H 0.30980 2.35776 -0.21066
*
```

=====

Referenced to the most stable arrangement, the calculated values in hartree are entry w 0.0611; entry x 0.0275; entry y 0.0198; entry z 0.0000.

=====

Entry w
This record from OMol25 describes a 2-piece molecular cluster, C9H14 overall. The level of theory is wB97M-V/def2-TZVPD.

HOMO energy: -9.0 eV
SMILES string: Cc1ccccc1.CC
Lowest unoccupied orbital energy: 0.03820 Ha
Kohn-Sham gap: 10.02 eV

Geometry as ORCA input:
```
! wB97M-V def2-TZVPD RIJCOSX def2/J DEFGRID3
* xyz 0 1
C 1.84971 1.99517 0.72161
C 3.37299 1.84496 0.60344
H 1.41575 1.00946 0.83082
H 1.60459 2.80690 1.40183
H 1.48158 2.28111 -0.26887
H 3.81451 2.75868 0.19325
H 3.62695 1.05409 -0.10528
H 3.82178 1.66131 1.57848
C 0.36068 -0.34579 -1.50508
C -1.87377 -1.31882 1.40501
C -0.74905 -0.91512 0.68503
C -3.08397 -1.55562 0.77557
C -0.80815 -0.85269 -0.69703
C -3.14726 -1.44105 -0.60316
C -1.98534 -1.23744 -1.33835
H -1.84074 -1.35924 2.48834
H 0.12546 -0.73398 1.28884
H -3.94203 -1.80100 1.37996
H -4.05661 -1.51484 -1.18657
H 0.24319 0.60574 -2.01789
H 0.45933 -1.04703 -2.33439
H -1.96788 -1.54416 -2.37569
H 1.27827 -0.35064 -0.91987
*
```

=====

Entry x
This record from OMol25 describes a 2-piece molecular cluster, C9H14 overall. The level of theory is wB97M-V/def2-TZVPD.

HOMO energy: -8.9 eV
SMILES string: Cc1ccccc1.CC
Lowest unoccupied orbital energy: 0.03784 Ha
Kohn-Sham gap: 9.95 eV

Geometry as ORCA input:
```
! wB97M-V def2-TZVPD RIJCOSX def2/J DEFGRID3
* xyz 0 1
C 0.65192 -1.25160 3.54127
C -0.02037 -2.38083 4.39924
H 1.71463 -1.21944 3.78245
H 0.50469 -1.50521 2.49691
H 0.31576 -0.24564 3.78771
H -0.54874 -3.05823 3.72972
H -0.70258 -1.86332 5.06474
H 0.72940 -3.00536 4.87508
C -0.11504 2.65857 -2.77929
C -0.19864 -0.91820 -0.34247
C 0.84519 0.01252 -0.19500
C -1.20982 -0.60623 -1.23770
C 1.01605 0.98865 -1.16845
C -1.16520 0.57201 -1.97746
C -0.02870 1.39706 -1.99660
H -0.25843 -1.81854 0.25155
H 1.51498 -0.11548 0.64452
H -2.00376 -1.32947 -1.37998
H 1.95831 1.52823 -1.15923
H -2.12137 0.94788 -2.33159
H -1.01568 3.20820 -2.50058
H -0.13759 2.49937 -3.85665
H 0.72519 3.32850 -2.58392
*
```

=====

Entry y
This record from OMol25 describes a 2-piece molecular cluster, C9H14 overall. The level of theory is wB97M-V/def2-TZVPD.

HOMO energy: -9.1 eV
SMILES string: Cc1ccccc1.CC
Lowest unoccupied orbital energy: 0.03560 Ha
Kohn-Sham gap: 10.07 eV

Geometry as ORCA input:
```
! wB97M-V def2-TZVPD RIJCOSX def2/J DEFGRID3
* xyz 0 1
C -3.32253 -2.45224 1.42067
C -1.99908 -2.95487 0.87689
H -4.11650 -3.20092 1.39089
H -3.24486 -2.09585 2.44616
H -3.69509 -1.60716 0.83096
H -1.66472 -3.81374 1.46662
H -2.05840 -3.25086 -0.16991
H -1.23358 -2.19154 0.92169
C 1.60996 -1.34304 -0.15387
C 1.16289 0.69454 -1.56675
C 1.25300 0.11514 -0.29772
C 0.73822 1.99817 -1.73724
C 0.87734 0.90194 0.77966
C 0.41393 2.79434 -0.66195
C 0.49659 2.22478 0.59869
H 1.41831 0.09058 -2.43015
H 0.64554 2.30423 -2.76192
H 2.68396 -1.54460 -0.13213
H 1.13475 -1.88824 -0.96446
H 0.85960 0.47723 1.78325
H 0.10070 3.83340 -0.68208
H 0.24622 2.76901 1.50198
H 1.24653 -1.72805 0.80424
*
```

=====

Entry z
This record from OMol25 describes a 2-piece molecular cluster, C9H14 overall. The level of theory is wB97M-V/def2-TZVPD.

HOMO energy: -8.9 eV
SMILES string: Cc1ccccc1.CC
Lowest unoccupied orbital energy: 0.03829 Ha
Kohn-Sham gap: 9.90 eV

Geometry as ORCA input:
```
! wB97M-V def2-TZVPD RIJCOSX def2/J DEFGRID3
* xyz 0 1
C 0.46118 -3.88041 -1.04541
C -0.20714 -2.54528 -0.65384
H 0.43732 -4.18605 -2.06448
H 1.61497 -4.06811 -0.93785
H 0.02796 -4.71705 -0.41167
H -1.09105 -2.62090 -0.12301
H -0.45466 -1.85975 -1.51439
H 0.41797 -1.96773 0.07003
C -2.20303 1.95827 0.34021
C 1.92800 1.52905 0.52209
C 1.29000 2.26108 1.58121
C 1.24019 0.92686 -0.50702
C -0.05740 2.53989 1.37888
C -0.18071 0.95489 -0.43029
C -0.79992 1.83832 0.43568
H 2.92797 1.60400 0.39642
H 1.80527 2.62481 2.41155
H 1.88194 0.49283 -1.32658
H -0.53792 3.30640 2.00882
H -0.78786 0.16979 -1.04106
H -2.56472 2.70387 -0.35292
H -2.65336 1.94709 1.38940
H -2.49500 0.98812 -0.12579
*
```

=====

Referenced to the most stable arrangement, the calculated values in hartree are entry w 0.0157; entry x 0.0228; entry y 0.0000; entry z 0.0609.

=====

Entry w
This record from OMol25 describes a 2-piece molecular cluster, C9H14 overall. The level of theory is wB97M-V/def2-TZVPD.

HOMO energy: -9.0 eV
SMILES string: Cc1ccccc1.CC
Lowest unoccupied orbital energy: 0.03730 Ha
Kohn-Sham gap: 10.00 eV

Geometry as ORCA input:
```
! wB97M-V def2-TZVPD RIJCOSX def2/J DEFGRID3
* xyz 0 1
C 1.13646 -2.99464 -0.94348
C 1.54180 -4.44834 -0.72544
H 0.22361 -2.78470 -0.47748
H 1.88957 -2.21960 -0.83643
H 0.86171 -2.86545 -2.00492
H 1.59810 -4.64322 0.33696
H 2.55896 -4.60328 -1.10014
H 0.91960 -5.16727 -1.25033
C -0.81769 4.12046 -0.16900
C -0.48094 0.04045 1.07009
C -1.24874 0.90334 1.83694
C 0.03207 0.42293 -0.16014
C -1.26560 2.25298 1.48739
C -0.11898 1.73982 -0.56855
C -0.69354 2.67139 0.29853
H -0.37134 -0.97290 1.43167
H -1.87972 0.53066 2.63188
H 0.70096 -0.30937 -0.59110
H -1.77839 2.93717 2.15374
H 0.03877 2.07702 -1.57900
H -0.62723 4.13433 -1.23840
H -0.33077 4.83084 0.48873
H -1.88867 4.34734 -0.09151
*
```

=====

Entry x
This record from OMol25 describes a 2-piece molecular cluster, C9H14 overall. The level of theory is wB97M-V/def2-TZVPD.

HOMO energy: -9.2 eV
SMILES string: Cc1ccccc1.CC
Lowest unoccupied orbital energy: 0.03667 Ha
Kohn-Sham gap: 10.17 eV

Geometry as ORCA input:
```
! wB97M-V def2-TZVPD RIJCOSX def2/J DEFGRID3
* xyz 0 1
C 2.44822 -2.01902 -1.00391
C 2.32386 -1.22895 0.30343
H 3.03091 -2.88455 -0.83683
H 1.41755 -2.21865 -1.39004
H 2.85662 -1.38077 -1.71896
H 1.81415 -0.31372 0.02741
H 3.15101 -0.80782 0.82428
H 1.81313 -1.83252 0.99168
C 0.27972 2.01636 -0.90696
C -1.93521 0.79028 -0.82674
C -0.92245 1.36132 -0.19806
C -2.81411 -0.15102 -0.17221
C -0.79845 1.18087 1.15490
C -2.78438 -0.31827 1.20772
C -1.70646 0.40028 1.86480
H -2.01652 0.82973 -2.02438
H -3.40234 -0.65369 -0.86462
H 0.96466 1.26785 -1.53858
H 1.13200 2.27545 -0.14006
H 0.00569 1.52592 1.84238
H -3.38747 -0.96778 1.78901
H -1.39879 0.19258 2.89812
H -0.07135 2.93612 -1.28237
*
```

=====

Entry y
This record from OMol25 describes a 2-piece molecular cluster, C9H14 overall. The level of theory is wB97M-V/def2-TZVPD.

HOMO energy: -9.1 eV
SMILES string: Cc1ccccc1.CC
Lowest unoccupied orbital energy: 0.03805 Ha
Kohn-Sham gap: 10.09 eV

Geometry as ORCA input:
```
! wB97M-V def2-TZVPD RIJCOSX def2/J DEFGRID3
* xyz 0 1
C -0.20962 2.05562 -1.02467
C -2.30748 -0.94733 -0.02418
C -2.50543 -0.71365 1.31964
C -1.53175 -0.06426 -0.77316
C -0.99426 1.07161 -0.19978
C -1.91863 0.40438 1.92210
C -1.11460 1.25261 1.18536
H -2.79941 -1.77106 -0.52574
H -3.05588 -1.33093 2.02370
H -1.31580 -0.31866 -1.80408
H -2.07249 0.54792 2.98111
H 0.45636 2.67780 -0.43348
H -0.88436 2.74409 -1.54257
H -0.71129 2.16287 1.61496
H 0.41229 1.55976 -1.77781
C 2.86771 -0.75744 -0.94561
C 2.29395 -1.58001 0.20431
H 2.84198 -1.30626 -1.88551
H 2.30293 0.17034 -1.07197
H 3.89840 -0.46235 -0.72979
H 1.23356 -1.79921 0.03369
H 2.36625 -1.03184 1.14220
H 2.74759 -2.56399 0.31128
*
```

=====

Referenced to the most stable arrangement, the calculated values in hartree are entry w 0.0214; entry x 0.0640; entry y 0.0000.

=====

Entry w
This record from OMol25 describes a 2-piece molecular cluster, C9H14 overall. The level of theory is wB97M-V/def2-TZVPD.

HOMO energy: -8.9 eV
SMILES string: Cc1ccccc1.CC
Lowest unoccupied orbital energy: 0.03817 Ha
Kohn-Sham gap: 9.94 eV

Geometry as ORCA input:
```
! wB97M-V def2-TZVPD RIJCOSX def2/J DEFGRID3
* xyz 0 1
C -1.01500 2.18781 1.36360
C 0.01465 1.69939 2.49778
H -1.99842 1.78083 1.53917
H -0.92349 3.16667 1.31508
H -0.74919 1.81872 0.24018
H 0.92662 2.30060 2.77091
H 0.50525 0.78473 2.24831
H -0.59853 1.67819 3.32167
C -0.98926 -1.00006 -2.88113
C -0.18850 -0.96546 -1.57723
C 0.57219 0.13764 -1.26839
C -0.23487 -2.02594 -0.66346
C 1.38763 0.11932 -0.12036
C 0.65742 -2.14888 0.39374
C 1.57681 -1.13061 0.53223
H -0.27001 -1.42776 -3.58731
H -1.46360 -0.06346 -3.37238
H 0.42922 1.02235 -1.77006
H -0.79141 -3.00105 -0.97456
H 2.03569 1.02211 0.45953
H 0.66873 -3.07749 1.01233
H 2.29380 -1.21648 1.22451
H -1.84573 -1.66118 -2.70419
*
```

=====

Entry x
This record from OMol25 describes a 2-piece molecular cluster, C9H14 overall. The level of theory is wB97M-V/def2-TZVPD.

HOMO energy: -8.9 eV
SMILES string: Cc1ccccc1.CC
Lowest unoccupied orbital energy: 0.03664 Ha
Kohn-Sham gap: 9.93 eV

Geometry as ORCA input:
```
! wB97M-V def2-TZVPD RIJCOSX def2/J DEFGRID3
* xyz 0 1
C 1.90007 0.56049 -2.14336
C -0.21978 -1.31361 0.24533
C 0.60109 -2.39482 0.55117
C 0.19855 -0.43161 -0.71139
C 1.41790 -0.55662 -1.38204
C 1.76220 -2.69179 -0.16415
C 2.13937 -1.72843 -1.10660
H -1.21470 -1.16036 0.65986
H 0.22102 -3.05643 1.31920
H -0.35671 0.32435 -0.92077
H 2.38016 -3.62280 -0.22979
H 1.83468 1.54478 -1.71687
H 1.47284 0.70968 -3.11473
H 3.19086 -1.89294 -1.42879
H 3.02922 0.38121 -2.25753
C -2.48905 1.20192 1.73406
C -2.13972 2.61472 1.43508
H -2.95496 0.77559 0.82587
H -1.61452 0.60198 1.92899
H -3.18531 1.14204 2.56323
H -1.06233 2.75133 1.32548
H -2.59570 2.86363 0.44545
H -2.31518 3.37767 2.14231
*
```

=====

Entry y
This record from OMol25 describes a 2-piece molecular cluster, C9H14 overall. The level of theory is wB97M-V/def2-TZVPD.

HOMO energy: -9.0 eV
SMILES string: Cc1ccccc1.CC
Lowest unoccupied orbital energy: 0.03829 Ha
Kohn-Sham gap: 10.02 eV

Geometry as ORCA input:
```
! wB97M-V def2-TZVPD RIJCOSX def2/J DEFGRID3
* xyz 0 1
C 1.12118 2.02835 -0.51161
C 0.19992 -0.34448 -0.43721
C 1.09781 0.60056 -0.94776
C 0.27257 -1.65262 -0.86415
C 1.30600 -2.08669 -1.71254
C 2.14406 0.16057 -1.75536
C 2.30572 -1.20197 -2.06239
H -0.62874 0.00281 0.18617
H -0.41983 -2.41893 -0.48616
H 0.19675 2.34122 0.02496
H 1.13311 2.69905 -1.39054
H 1.33908 -3.17690 -1.83524
H 2.82529 0.93077 -2.12056
H 3.26099 -1.47247 -2.54272
H 2.02730 2.32812 0.00907
C -2.47498 -0.37412 1.61621
C -1.97973 0.81730 2.44817
H -2.55256 -1.23358 2.30940
H -3.50848 -0.30640 1.36523
H -1.99534 -0.87695 0.74446
H -0.99352 1.09902 2.10415
H -1.95268 0.50383 3.50163
H -2.72391 1.63349 2.35679
*
```

=====

Referenced to the most stable arrangement, the calculated values in hartree are entry w 0.0567; entry x 0.0190; entry y 0.0000.